1.
The following is a quantum chemistry calculation of 2 unconnected molecules or ions with the total composition C29H23BF3NO at a distorted geometry, from the OMol25 dataset.

Geometry as ORCA input:
```
! RIJCOSX wB97M-V def2-TZVPD def2/J DEFGRID3
* xyz 0 1
C -2.0919 -3.6960 2.0420
N -1.1248 -2.6634 1.7070
C -1.4190 -1.3331 1.5372
C -0.2313 -0.6126 1.3822
C 0.8504 -1.5452 1.4990
C 0.2589 -2.8382 1.6907
C 1.0182 -3.9507 2.0255
C 2.4216 -3.7926 2.1108
C 3.0103 -2.5457 1.8651
B 4.7081 -2.4184 1.9558
F 4.9937 -1.0653 1.7750
F 4.9981 -2.8934 3.2314
F 5.1354 -3.2342 0.9128
C 2.2458 -1.4204 1.5625
H -1.5708 -4.6533 2.1232
H -2.5847 -3.4725 2.9994
H -2.8650 -3.7623 1.2661
H -2.4461 -0.9855 1.5283
H -0.1102 0.4524 1.5217
H 0.5357 -4.9073 2.2310
H 3.0175 -4.6631 2.3699
H 2.6828 -0.4427 1.3879
C -5.0836 5.0867 -0.2126
O -5.0516 3.6465 -0.0954
C -3.8436 3.0290 -0.1697
C -3.8513 1.6168 -0.2841
C -2.6662 0.9399 -0.4663
C -1.4253 1.6201 -0.5157
C -0.2040 0.8953 -0.7848
C 1.1380 1.4061 -0.5361
C 2.0632 0.6476 -1.3316
C 3.4208 0.9347 -1.3246
C 3.8808 1.9703 -0.5023
C 2.9893 2.6832 0.3163
C 1.6172 2.3945 0.3212
C 1.2972 -0.2918 -2.1382
C -0.0961 -0.1101 -1.8308
C -1.0581 -0.7358 -2.6169
C -0.6370 -1.5687 -3.6626
C 0.7277 -1.7592 -3.9402
C 1.7074 -1.1149 -3.1738
C -1.4301 3.0253 -0.3206
C -2.6114 3.7278 -0.1617
H -6.1478 5.3239 -0.2318
H -4.6000 5.5627 0.6518
H -4.6011 5.4241 -1.1414
H -4.8121 1.1043 -0.2576
H -2.6873 -0.1449 -0.5406
H 4.0864 0.3520 -1.9622
H 4.9425 2.2160 -0.4895
H 3.3662 3.4819 0.9564
H 0.9329 2.9304 0.9791
H -2.1143 -0.5521 -2.4374
H -1.3884 -2.0625 -4.2801
H 1.0233 -2.4055 -4.7659
H 2.7740 -1.2241 -3.3735
H -0.4951 3.5786 -0.3399
H -2.5947 4.8155 -0.0613
*
```

The HOMO-LUMO gap comes out at 0.1612 Eh. For the energy above the lowest of the compared OMol25 structures with the same formula, charge and spin, the calculation gives 125.7 kJ/mol. For the strongest force on any atom, the calculation gives 0.0637 hartree/bohr. The highest occupied orbital energy comes out at -7.348 eV.

2.
The following is a quantum chemistry calculation of a molecular structure, C29H23IN5O2S2Se3TcTe, from the OMol25 dataset.

Geometry as ORCA input:
```
! RIJCOSX wB97M-V def2-TZVPD def2/J DEFGRID3
* xyz 1 4
Tc -0.5288 0.7570 0.8051
Se -1.4773 2.8422 1.8094
Se -1.2786 4.8740 0.7047
Te -2.6864 4.9475 -1.4218
Se -2.0594 3.1080 -2.7948
C -1.3099 -0.7857 4.8177
C -0.7595 -0.2553 3.5380
N -1.4727 -0.0619 2.4613
O -2.8250 -0.4162 2.5228
C 0.6177 0.1106 3.4029
C 1.6754 -0.0806 4.4340
N 0.8848 0.6553 2.2245
O 2.0271 1.0348 1.8746
H -2.3874 -0.6636 4.8635
H -0.8430 -0.2714 5.6557
H -1.0819 -1.8494 4.9148
H -3.2992 0.4310 2.4938
H 1.5756 -1.0480 4.9255
H 1.6382 0.6972 5.1996
H 2.6485 -0.0227 3.9510
S 0.9078 -6.2073 -0.0952
C -0.1149 -7.1760 0.8651
C -0.9718 -6.4269 1.6113
C -0.7944 -5.0371 1.3968
C 0.1966 -4.7572 0.4956
C 0.6222 -3.4436 0.0037
C 0.0937 -2.2781 0.5853
N 0.3491 -1.0660 0.1319
C 1.1954 -0.9093 -0.9151
C 1.8337 -1.9976 -1.5117
C 2.7666 -1.7518 -2.5792
C 3.0198 -0.4937 -2.9941
C 2.3552 0.6369 -2.4005
C 2.6128 1.9649 -2.7729
C 1.9762 3.0052 -2.1317
C 1.0269 2.6733 -1.1436
N 0.7436 1.4366 -0.7981
C 1.4250 0.4200 -1.3891
C 2.2661 4.4049 -2.4509
C 3.2596 4.8829 -3.2623
C 3.2775 6.2959 -3.3451
C 2.2973 6.8670 -2.5916
S 1.3561 5.7026 -1.7800
C 1.5136 -3.2769 -1.0389
H -0.0293 -8.2482 0.8286
H -1.7014 -6.8459 2.2858
H -1.3974 -4.2864 1.8860
H -0.5716 -2.3329 1.4361
H 3.2708 -2.5961 -3.0296
H 3.7373 -0.3093 -3.7828
H 3.3265 2.1571 -3.5627
H 0.4846 3.4505 -0.6178
H 3.9689 4.2563 -3.7804
H 3.9840 6.8594 -3.9333
H 2.0788 7.9139 -2.4661
H 1.9700 -4.1380 -1.5116
I -3.7291 -3.3342 -2.2994
C -3.6816 -1.4072 -1.5269
C -4.8070 -0.5997 -1.4874
C -4.6742 0.6649 -0.9410
C -3.4520 1.0649 -0.4341
N -2.3644 0.2807 -0.4579
C -2.4880 -0.9258 -1.0227
H -5.7550 -0.9432 -1.8770
H -5.5111 1.3477 -0.9053
H -3.3290 2.0389 0.0147
H -1.6015 -1.5391 -1.0868
*
```

The HOMO-LUMO gap (spin up / spin down) comes out at 0.2459 / 0.2200 Eh. For the strongest force on any atom, the calculation gives 0.0129 hartree/bohr. The expectation value of S² is 3.7798. The highest occupied orbital energy (spin up / spin down) comes out at -10.093 / -10.260 eV.

3.
The following is a quantum chemistry calculation of a molecular structure, C29H23IrN3O9S, from the OMol25 dataset.

Geometry as ORCA input:
```
! RIJCOSX wB97M-V def2-TZVPD def2/J DEFGRID3
* xyz 1 1
Ir 2.2390 -1.2274 0.2363
O 2.8337 -2.7075 4.0280
C 2.8190 -2.2507 2.8091
O 1.7885 -1.9373 2.2116
C 4.1569 -2.1285 2.1581
C 5.4196 -2.3493 2.6811
C 6.5092 -2.0974 1.8570
C 6.3231 -1.6308 0.5569
C 5.0302 -1.4381 0.1039
N 4.0065 -1.7123 0.9116
C 4.5423 -0.9427 -1.2277
O 5.3522 -0.6503 -2.1996
O 3.3255 -0.8377 -1.4373
H 1.9321 -2.7426 4.3941
H 5.5416 -2.6887 3.7000
H 7.5120 -2.2478 2.2313
H 7.1828 -1.4171 -0.0647
H 6.2887 -0.7442 -1.9770
O 1.5899 4.5997 -0.4451
S 1.8288 4.0340 0.8467
O 2.2461 4.8703 1.9276
N 2.8687 2.7537 0.6936
C 2.2832 1.6442 0.9685
O 2.9648 0.5255 0.9005
C 0.8365 1.7300 1.3726
C -0.0785 0.7599 1.7553
C -1.3834 1.1473 2.0441
C -1.7713 2.4811 1.9734
C -0.8501 3.4629 1.6245
C 0.4333 3.0537 1.3324
H 0.1897 -0.2825 1.8459
H -2.1113 0.3971 2.3237
H -2.7954 2.7524 2.1934
H -1.1240 4.5094 1.5872
C -4.0058 4.0150 -0.9383
C -4.0927 2.5195 -0.8015
C -5.2131 1.9459 -0.2097
C -5.3134 0.5717 -0.0674
C -4.2910 -0.2474 -0.5117
C -3.1713 0.3148 -1.1175
N -2.0767 -0.4832 -1.5166
C -2.0678 -1.8217 -1.7927
C -3.2014 -2.4422 -2.3521
C -3.1908 -3.7769 -2.6724
C -2.0568 -4.5765 -2.4589
C -0.9370 -3.9991 -1.9247
C -0.9163 -2.6341 -1.5820
C 0.2836 -2.1223 -0.9702
O 1.2682 -2.8608 -0.5734
O 0.4737 -0.8690 -0.7261
C -3.0596 1.7029 -1.2735
C -1.8449 2.3157 -1.9179
H -4.8035 4.5012 -0.3791
H -4.0975 4.3222 -1.9827
H -3.0483 4.3985 -0.5783
H -6.0123 2.5859 0.1439
H -6.1861 0.1342 0.4001
H -4.3526 -1.3176 -0.3633
H -1.1831 -0.0731 -1.3279
H -4.0747 -1.8396 -2.5579
H -4.0751 -4.2131 -3.1188
H -2.0662 -5.6240 -2.7228
H -0.0408 -4.5808 -1.7539
H -1.3460 1.6228 -2.5943
H -1.1155 2.6496 -1.1715
H -2.1151 3.1926 -2.5039
*
```

The HOMO-LUMO gap comes out at 0.1749 Eh. For the energy above the lowest of the compared OMol25 structures with the same formula, charge and spin, the calculation gives 0.0 kJ/mol. For the strongest force on any atom, the calculation gives 0.0068 hartree/bohr. The highest occupied orbital energy comes out at -9.829 eV.